Below is C3H2N2S2 in the gas phase in a non-equilibrium geometry, with properties calculated with ωB97M-V/def2-TZVPD.

ΔE to the lowest compared entry with this formula, charge and spin: 108.3 kcal per mole
Net charge: 0
Maximum force: 2.1 eV/Å
LUMO energy (alpha / beta): -0.9 / -0.9 eV
Orbital gap (alpha / beta): 7.035 / 7.034 eV

Structure (XYZ):
```
9
Properties=species:S:1:pos:R:3:nbo_charge:R:1
C 0.536 -1.261 0.117 -0.330
C 4.351 0.083 -0.106 0.206
C -0.229 -0.202 0.073 -0.372
N 3.902 -0.939 -0.511 -0.261
N 3.181 -2.044 -0.376 -0.606
S 4.932 1.538 0.118 -0.067
S 1.640 -2.377 0.126 0.932
H -0.093 0.385 0.962 0.246
H -0.973 -0.128 -0.738 0.252
```